# 1
{"formula": "C6H11N4O2P", "method": "ωB97M-V/def2-TZVPD", "smiles": "O=C1NCCN1POC1=NCCN1", "lumo_ev": 0.77, "e_above_lowest_ev": 0.0000, "mol_weight_g_mol": 202.154, "homo_ev": -8.58, "symbols": ["C", "C", "C", "C", "C", "C", "N", "N", "N", "N", "O", "O", "P", "H", "H", "H", "H", "H", "H", "H", "H", "H", "H", "H"], "xyz": [[2.8786, 1.5630, 0.5926], [-0.8690, -0.9067, -1.4718], [2.2763, 1.8593, 2.8619], [-2.4532, -2.2962, -2.3967], [1.1149, 1.0475, 2.1288], [-2.5497, -0.8079, -2.8337], [3.3277, 1.8522, 1.8412], [-1.0714, -2.2417, -1.7380], [1.5318, 1.1722, 0.7218], [-1.6949, -0.0440, -1.9288], [3.5091, 1.6555, -0.4328], [0.0411, -0.5784, -0.5638], [0.5784, 1.1158, -0.6385], [1.9205, 2.8726, 3.1901], [2.5547, 1.4231, 3.7584], [-3.3745, -2.6320, -1.6974], [-2.3285, -2.8981, -3.2593], [1.1759, 0.0803, 2.5261], [0.1402, 1.4290, 2.1895], [-2.0979, -0.6770, -3.7931], [-3.5439, -0.4694, -2.7860], [4.3289, 1.8837, 2.1528], [-0.7533, -2.8801, -1.0065], [-0.4769, 1.4178, 0.1744]]}

---

# 2
{"formula": "C31H46EuP2", "method": "ωB97M-V/def2-TZVPD", "lumo_ev": [-4.50, -3.04], "mol_weight_g_mol": 632.621, "homo_ev": [-10.63, -10.65], "total_charge": 1, "multiplicity": 7, "symbols": ["Eu", "C", "C", "C", "C", "C", "C", "H", "H", "H", "C", "H", "H", "H", "C", "H", "H", "H", "C", "H", "H", "H", "C", "H", "H", "H", "C", "C", "C", "C", "C", "C", "C", "C", "H", "H", "H", "H", "H", "H", "H", "H", "H", "H", "H", "H", "P", "C", "C", "P", "C", "C", "C", "H", "H", "H", "H", "H", "H", "H", "H", "H", "H", "H", "H", "H", "H", "C", "C", "C", "C", "C", "C", "C", "C", "H", "H", "H", "H", "H"], "xyz": [[-0.1953, -0.3087, -0.1520], [2.4332, -0.2252, 0.9508], [1.6680, 0.5004, 1.9082], [0.8921, -1.6870, 1.8813], [1.9544, -1.5779, 0.9217], [0.7118, -0.3921, 2.4786], [3.5029, 0.3470, 0.0856], [3.3066, 1.4098, -0.1205], [3.5538, -0.1911, -0.8701], [4.5008, 0.2859, 0.5520], [2.3443, -2.6305, -0.0522], [3.0835, -2.2395, -0.7642], [1.4634, -2.9873, -0.6097], [2.7873, -3.4988, 0.4562], [0.0390, -2.8815, 2.0858], [0.5964, -3.6823, 2.5932], [-0.3186, -3.2688, 1.1190], [-0.8351, -2.6279, 2.7078], [-0.3429, -0.0141, 3.4648], [-0.0069, -0.1662, 4.5041], [-1.2496, -0.6198, 3.3167], [-0.6143, 1.0486, 3.3629], [1.7956, 1.9458, 2.2266], [2.3471, 2.1217, 3.1672], [0.8009, 2.4020, 2.3399], [2.3294, 2.4720, 1.4273], [-0.4228, 0.9591, -2.5138], [0.5544, 1.7025, -1.9294], [0.3882, 3.0212, -1.2352], [-1.0027, 3.2801, -0.5864], [-1.5700, 2.1683, 0.2536], [-2.4180, 1.1798, -0.1173], [-2.7968, 0.7482, -1.5060], [-1.9041, 1.2583, -2.6645], [0.6003, 3.8466, -1.9512], [-1.7100, 3.6328, -1.3632], [1.1730, 3.1139, -0.4582], [-2.1165, 2.3187, -2.8818], [-0.1138, -0.0075, -2.9610], [1.6014, 1.3644, -2.0339], [-2.2155, 0.7114, -3.5731], [-2.7999, -0.3708, -1.5398], [-2.9124, 0.6075, 0.6919], [-3.8486, 1.0674, -1.7141], [-0.8693, 4.1463, 0.0850], [-1.3461, 2.2643, 1.3275], [-3.7461, 4.8169, -2.5806], [-3.7782, 4.4136, -4.3799], [-3.3610, 6.6138, -2.7437], [-5.9505, 4.5984, -0.5797], [-5.5927, 4.9552, -2.3712], [-6.3782, 6.3113, -0.0357], [-7.6821, 4.0213, -0.8267], [-4.1776, 3.4010, -4.5233], [-2.7523, 4.4508, -4.7669], [-4.4080, 5.1379, -4.9119], [-3.9935, 7.0768, -3.5107], [-2.3067, 6.6984, -3.0391], [-3.4984, 7.1259, -1.7832], [-8.2538, 4.7665, -1.3909], [-8.1385, 3.8637, 0.1576], [-7.6724, 3.0688, -1.3705], [-6.0823, 4.1938, -3.0043], [-5.9558, 5.9617, -2.6492], [-6.8209, 6.2326, 0.9656], [-7.1031, 6.7680, -0.7197], [-5.4785, 6.9351, 0.0307], [-1.2344, -2.0945, -1.1943], [-1.0229, -3.3176, -1.3463], [-0.8750, -4.7045, -1.5472], [0.0698, -5.1926, -2.4715], [0.2983, -6.5618, -2.5570], [-0.3857, -7.4532, -1.7159], [-1.3106, -6.9585, -0.7835], [-1.5538, -5.5915, -0.6878], [0.6393, -4.4727, -3.0678], [1.0364, -6.9312, -3.2669], [-0.1682, -8.5213, -1.7547], [-1.8279, -7.6338, -0.1059], [-2.2194, -5.1745, 0.0727]]}

---

# 3
{"formula": "CH8NO", "method": "ωB97M-V/def2-TZVPD", "lumo_ev": -3.89, "e_above_lowest_ev": 0.4596, "mol_weight_g_mol": 50.081, "homo_ev": -15.54, "total_charge": 1, "symbols": ["N", "H", "H", "H", "H", "C", "O", "H", "H", "H", "H"], "xyz": [[-1.5530, 0.4738, 1.0441], [-1.9638, -0.4414, 1.1902], [-2.1917, 0.9979, 0.4403], [-0.6369, 0.4468, 0.4815], [-1.4705, 1.0521, 1.8748], [1.4579, -0.7729, -0.8097], [0.6690, 0.3634, -0.4168], [1.1082, -1.2021, -1.7436], [1.4059, -1.4859, -0.0127], [2.5011, -0.4783, -0.9483], [0.6739, 1.0467, -1.0999]]}

---

# 4
{"formula": "C3H4AlLiO4", "method": "ωB97M-V/def2-TZVPD", "lumo_ev": [-4.86, -6.34], "mol_weight_g_mol": 137.984, "homo_ev": [-10.86, -10.84], "total_charge": 1, "multiplicity": 2, "symbols": ["H", "O", "C", "C", "O", "C", "O", "O", "Li", "Al", "H", "H", "H"], "xyz": [[-2.5343, -0.8514, 1.6122], [1.8647, -0.1574, 1.0540], [1.3387, -1.0515, 0.3988], [0.2690, -0.8801, -0.6386], [-0.7370, 0.0524, -0.3331], [-0.5818, 1.4188, -0.3509], [0.5685, 1.8705, -0.5495], [-1.6419, 2.0018, -0.1084], [-2.7939, 0.4659, 0.3610], [1.9191, 1.6818, 0.5492], [1.8177, -2.0496, 0.3752], [-0.2410, -1.8445, -0.7631], [0.7523, -0.6566, -1.6068]]}

---

# 5
{"formula": "C7H10N3O2", "method": "ωB97M-V/def2-TZVPD", "lumo_ev": -3.31, "e_above_lowest_ev": 1.2312, "mol_weight_g_mol": 168.176, "homo_ev": -12.46, "total_charge": 1, "symbols": ["C", "C", "C", "C", "C", "C", "C", "N", "N", "N", "O", "O", "H", "H", "H", "H", "H", "H", "H", "H", "H", "H"], "xyz": [[-2.5956, 1.5945, -0.0188], [-3.0290, 0.3037, 0.1026], [-0.7670, 0.2657, 0.0645], [-4.3473, -0.3050, 0.1287], [3.0310, -1.0225, 0.6369], [3.1590, 0.4933, 0.3847], [1.8991, -0.3815, -1.2190], [-1.8832, -0.4688, 0.1499], [-1.2354, 1.5400, -0.0404], [2.2033, -1.4189, -0.4936], [-4.5134, -1.4971, 0.1825], [2.4176, 0.7232, -0.8288], [-3.1480, 2.5084, -0.0954], [-5.1805, 0.4145, 0.0741], [3.9910, -1.5441, 0.6123], [2.5262, -1.2516, 1.5783], [2.7031, 1.0994, 1.1710], [4.1867, 0.8286, 0.2264], [1.2826, -0.3951, -2.1068], [-1.9422, -1.4710, 0.2460], [-0.6396, 2.3490, -0.1208], [1.8814, -2.3648, -0.6343]]}

---

# 6
{"formula": "C28H38Cl2N2O3P", "method": "ωB97M-V/def2-TZVPD", "lumo_ev": 0.13, "mol_weight_g_mol": 552.503, "homo_ev": -1.53, "total_charge": -1, "symbols": ["C", "C", "P", "C", "C", "N", "C", "C", "C", "C", "C", "C", "C", "N", "C", "C", "C", "C", "C", "C", "C", "C", "C", "C", "C", "C", "C", "C", "Cl", "C", "C", "Cl", "H", "H", "H", "H", "H", "H", "H", "H", "H", "H", "H", "H", "H", "H", "H", "H", "H", "H", "H", "H", "H", "H", "H", "H", "H", "H", "H", "H", "H", "H", "H", "H", "H", "H", "H", "H", "H", "H", "C", "O", "O", "O"], "xyz": [[1.8071, 3.0708, -1.1370], [1.1667, 3.1266, -2.6161], [0.9013, 1.4541, -3.4589], [2.5027, 0.5023, -3.7523], [3.5528, 0.5198, -2.5124], [-0.3395, 0.4921, -2.6590], [-1.6957, 0.5338, -2.9117], [-2.5764, -0.4201, -1.9733], [-1.5628, -0.5174, -0.6846], [-2.0982, -1.8334, 0.0485], [-1.1351, -2.6287, 1.0253], [-0.0261, -1.8426, 1.8542], [-0.4470, -1.3327, 3.3124], [0.2095, -2.0213, 4.4488], [1.4600, -2.7253, 4.5958], [1.7362, -3.3427, 5.9865], [0.4342, -2.8704, 6.7291], [-0.4654, -2.0583, 5.7655], [-1.6897, 0.6264, 0.4314], [-2.3668, 1.9950, 0.0290], [-3.8311, 2.2523, -0.4172], [-4.4064, 3.6785, -0.7591], [-3.5226, 4.9759, -0.6191], [-2.0346, 4.7356, -0.1456], [-1.1617, 6.0691, 0.0382], [-1.4811, 3.2998, 0.1589], [-0.2101, -0.5201, -1.5371], [0.6046, -1.8538, -1.8237], [2.0211, -2.2179, -0.6935], [0.4148, -2.7922, -2.8648], [1.2766, -4.1291, -3.0991], [-0.8909, -2.4985, -4.1310], [2.9554, 2.9758, -1.1271], [1.5015, 4.0429, -0.5897], [1.3837, 2.2042, -0.5254], [1.7520, 3.8735, -3.2662], [0.1140, 3.5982, -2.4871], [3.0498, 1.0492, -4.6169], [2.3372, -0.5774, -4.1301], [4.4589, -0.1702, -2.7231], [4.0055, 1.5855, -2.4783], [3.0338, 0.2437, -1.5325], [-1.9743, 1.2519, -3.7486], [-2.8122, -1.4152, -2.5188], [-3.6600, -0.0681, -1.7563], [-3.0749, -1.5821, 0.6224], [-2.4425, -2.5861, -0.7661], [-1.7944, -3.1994, 1.7912], [-0.5987, -3.4583, 0.4201], [0.8696, -2.5711, 1.9753], [0.4249, -0.9606, 1.2527], [-0.1324, -0.2165, 3.3825], [-1.5980, -1.3129, 3.4436], [2.1529, -2.8269, 3.6708], [2.6204, -3.9633, 6.3298], [0.2299, -3.1197, 7.8194], [-1.4664, -1.5408, 5.9381], [-0.6117, 0.8668, 0.7859], [-2.2223, 0.2424, 1.3861], [-4.5485, 1.3744, -0.5146], [-5.4899, 3.8393, -1.1212], [-3.9344, 6.0274, -0.8301], [-1.7057, 6.9950, -0.3856], [-0.0809, 5.9810, -0.3126], [-1.1125, 6.2549, 1.1825], [-0.3948, 3.2419, 0.5131], [0.5184, 0.0421, -0.8241], [0.5150, -4.9633, -3.3628], [1.8290, -4.4952, -2.1728], [1.9788, -4.0621, -4.0042], [4.4578, -3.6281, 2.1456], [4.7517, -4.7509, 1.7013], [3.2696, -3.1992, 2.3017], [5.2982, -2.7500, 2.5036]]}

---

# 7
{"formula": "C15H32OS", "method": "ωB97M-V/def2-TZVPD", "lumo_ev": -1.94, "e_above_lowest_ev": 4.9665, "mol_weight_g_mol": 260.487, "homo_ev": -4.62, "symbols": ["C", "C", "S", "C", "C", "C", "C", "C", "C", "C", "C", "C", "C", "C", "C", "C", "H", "H", "H", "H", "H", "H", "H", "H", "H", "H", "H", "H", "H", "H", "H", "H", "H", "H", "H", "H", "H", "H", "H", "H", "H", "H", "H", "H", "H", "H", "H", "O", "H"], "xyz": [[-2.3431, -3.7187, -1.1825], [-2.6372, -2.7613, -2.0590], [-1.9946, -1.1787, -1.6819], [-3.1597, 0.1266, -2.2043], [-3.2396, 1.1708, -1.0888], [-2.0201, 2.1159, -1.0669], [-1.0084, 1.8314, 0.0530], [-1.5797, 1.6510, 1.4596], [-0.4466, 1.4862, 2.4986], [-0.2781, 0.0212, 2.9348], [1.1599, -0.4061, 3.2326], [2.1689, -0.2300, 2.0863], [1.7812, -0.5502, 0.6482], [2.3805, 0.5113, -0.2719], [2.0915, 0.2394, -1.7488], [3.0357, -0.8320, -2.3373], [-2.2310, -4.7530, -1.4850], [-2.1687, -3.4941, -0.1362], [-3.2365, -2.8953, -2.9505], [-1.0148, -1.1029, -2.6013], [-2.8215, 0.5498, -3.1484], [-4.1124, -0.3779, -2.3731], [-3.3724, 0.6462, -0.1427], [-4.1546, 1.7432, -1.2549], [-1.4797, 1.9875, -2.0128], [-2.3294, 3.1615, -1.0557], [-0.4648, 0.9155, -0.1978], [-0.2743, 2.6370, 0.0841], [-2.2336, 2.4889, 1.7214], [-2.1898, 0.7435, 1.4897], [0.4961, 1.8402, 2.0761], [-0.6606, 2.0979, 3.3766], [-0.8678, -0.1434, 3.8439], [-0.7085, -0.6472, 2.1811], [1.5307, 0.1423, 4.1043], [1.1451, -1.4572, 3.5421], [2.5929, 0.7757, 2.1241], [3.0189, -0.8818, 2.2911], [2.2687, -1.4897, 0.3655], [0.7053, -0.6897, 0.4654], [3.4703, 0.4948, -0.1075], [1.9858, 1.5006, -0.0120], [2.1102, 1.1571, -2.3394], [1.0641, -0.1539, -1.7937], [2.5431, -1.8055, -2.3965], [3.9034, -0.9494, -1.6824], [3.3708, -0.5597, -3.3384], [5.1565, -0.4262, 0.5689], [5.0477, -0.5316, 1.5221]]}

---

# 8
{"formula": "C3H3F", "method": "ωB97M-V/def2-TZVPD", "lumo_ev": -0.05, "e_above_lowest_ev": 3.0150, "mol_weight_g_mol": 58.055, "homo_ev": -9.90, "symbols": ["C", "C", "C", "F", "H", "H", "H"], "xyz": [[0.2747, 0.7320, 0.4038], [1.1774, 0.9097, 1.1735], [-0.8048, -0.6941, -0.8231], [2.0234, 1.4412, 1.9982], [-0.1119, -1.5084, -0.7842], [-0.8613, -0.1276, -1.7339], [-1.6975, -0.7528, -0.2344]]}

---

# 9
{"formula": "CHBrS", "method": "ωB97M-V/def2-TZVPD", "lumo_ev": [-2.67, -2.67], "e_above_lowest_ev": 4.2854, "mol_weight_g_mol": 124.990, "homo_ev": [-8.93, -8.94], "symbols": ["C", "S", "Br", "H"], "xyz": [[-0.7600, -0.4406, 0.0315], [-0.5588, -2.7413, 0.0214], [-2.4081, 0.2170, 0.0221], [0.0231, -0.3761, 0.6711]]}

---

# 10
{"formula": "C14H33ClNO6S3", "method": "ωB97M-V/def2-TZVPD", "lumo_ev": 2.55, "mol_weight_g_mol": 443.073, "homo_ev": -5.71, "total_charge": -1, "symbols": ["C", "C", "Cl", "C", "S", "O", "O", "N", "S", "O", "O", "C", "C", "C", "S", "H", "H", "H", "H", "H", "H", "H", "H", "H", "H", "H", "H", "H", "C", "C", "O", "C", "C", "H", "H", "H", "H", "H", "H", "H", "H", "H", "H", "C", "C", "O", "C", "C", "H", "H", "H", "H", "H", "H", "H", "H", "H", "H"], "xyz": [[-0.9274, 2.0018, 4.8188], [0.2708, 1.0795, 4.6501], [1.5535, 1.6387, 5.7754], [0.7074, 1.0822, 3.1973], [1.9376, -0.1534, 2.7495], [2.9568, -0.1912, 3.7694], [1.1553, -1.3666, 2.5828], [2.5986, 0.2952, 1.3734], [1.9142, 1.2947, 0.3654], [0.5655, 0.9142, -0.0383], [2.0318, 2.6899, 0.7673], [2.9654, 1.0243, -1.0509], [2.4560, 1.6515, -2.3604], [1.7812, 3.0208, -2.2670], [2.9799, 4.3710, -2.0242], [-1.7591, 1.6500, 4.2043], [-0.6663, 3.0114, 4.4965], [-1.2285, 2.0476, 5.8654], [0.0022, 0.0671, 4.9512], [1.0100, 2.0832, 2.8850], [-0.1562, 0.7849, 2.5987], [2.9848, -0.0609, -1.1455], [3.9713, 1.3504, -0.7894], [1.7797, 0.9489, -2.8541], [3.3189, 1.7675, -3.0237], [1.0484, 3.0552, -1.4677], [1.2535, 3.2343, -3.1977], [2.7359, 4.5683, -0.7227], [-3.0372, 1.9293, -3.1423], [-2.8821, 3.3616, -3.6241], [-1.7130, 3.5875, -4.3920], [-1.5943, 2.8396, -5.5854], [-2.6877, 3.1202, -6.6035], [-2.1496, 1.6132, -2.5927], [-3.8985, 1.8571, -2.4766], [-3.1988, 1.2324, -3.9664], [-2.7780, 4.0267, -2.7669], [-3.7751, 3.6824, -4.1753], [-1.5460, 1.7663, -5.3681], [-0.6251, 3.1255, -5.9957], [-3.6679, 2.7943, -6.2525], [-2.4745, 2.5856, -7.5305], [-2.7407, 4.1879, -6.8218], [-0.5890, -6.7789, 3.8862], [-0.3144, -6.9762, 2.4034], [-0.8794, -5.9848, 1.5725], [-0.4235, -4.6522, 1.8142], [1.0693, -4.4535, 1.6598], [-1.6618, -6.6949, 4.0680], [-0.2056, -7.6316, 4.4498], [-0.1058, -5.8816, 4.2732], [-0.7629, -7.9136, 2.0683], [0.7658, -7.0572, 2.2325], [-0.7467, -4.3159, 2.8050], [-0.9575, -4.0440, 1.0849], [1.6375, -5.0037, 2.4130], [1.3002, -3.3955, 1.7808], [1.4011, -4.7866, 0.6736]]}

---

# 11
{"formula": "C6H10O", "method": "ωB97M-V/def2-TZVPD", "smiles": "O=CCCC1CC1", "lumo_ev": 0.92, "e_above_lowest_ev": 1.7064, "mol_weight_g_mol": 98.145, "homo_ev": -9.94, "symbols": ["O", "C", "C", "C", "C", "C", "C", "H", "H", "H", "H", "H", "H", "H", "H", "H", "H"], "xyz": [[-2.8506, 0.3876, -1.1205], [-2.7121, -0.4700, -0.2663], [-1.3002, -0.9046, -0.0809], [-0.3668, -0.0046, 0.7368], [1.0752, -0.2278, 0.3177], [1.6232, 0.4754, -0.8925], [2.0690, 0.8842, 0.4855], [-3.5979, -0.9291, 0.1965], [-1.1762, -1.9709, 0.2140], [-1.1856, -0.4506, -1.1211], [-0.4551, -0.1469, 1.8200], [-0.6436, 1.0321, 0.5111], [1.4498, -1.2374, 0.4855], [2.3319, -0.0518, -1.5258], [0.9599, 1.1468, -1.4337], [3.0796, 0.6389, 0.7972], [1.6994, 1.8286, 0.8765]]}